A structure of composition C56H41Cl4N4OTa. Source: OMol25; level of theory: ωB97M-V with the def2-TZVPD basis set.

```
107
Properties=species:S:1:pos:R:3:forces:R:3:lowdin_charge:R:1
Ta 13.973 10.113 20.409 -0.04 -0.27 -0.58 2.02
Cl 16.342 10.184 11.311 -0.10 0.24 -1.38 0.76
C 15.933 10.233 12.940 1.54 -0.13 1.58 -0.69
C 15.059 9.284 13.459 -0.18 0.75 -0.71 -0.07
C 14.882 9.261 14.853 -3.07 -1.69 -2.46 -0.07
C 15.422 10.211 15.618 2.26 0.39 3.60 -0.23
C 16.540 10.922 15.161 0.07 1.38 -1.02 -0.03
C 16.777 11.023 13.795 -0.94 -0.54 -0.11 -0.06
C 15.156 10.267 17.128 0.00 0.33 1.16 -0.04
C 14.665 11.473 17.710 -0.17 0.01 -0.59 -0.19
C 14.453 12.683 16.973 -1.07 0.49 -0.10 0.06
C 13.637 13.552 17.714 2.50 -2.69 -0.68 0.05
C 13.431 12.925 18.944 -0.46 -1.65 1.91 -0.19
C 12.543 13.294 19.997 2.02 1.57 -1.38 -0.04
C 12.011 14.720 19.830 -1.00 -0.75 1.44 -0.18
C 10.651 14.935 20.093 -0.15 -0.42 0.23 -0.04
C 10.088 16.207 20.079 -0.31 0.17 -1.01 -0.08
C 10.890 17.269 19.644 0.85 -0.82 -0.80 -0.65
Cl 10.157 18.760 19.185 0.02 0.02 0.31 0.72
C 12.271 17.084 19.352 -1.78 -0.23 0.97 -0.07
C 12.834 15.825 19.592 1.65 0.23 -0.53 -0.04
C 12.451 12.562 21.162 -1.36 -1.53 2.48 -0.15
N 13.311 11.510 21.687 -0.54 1.33 -0.94 -0.10
C 12.958 11.254 23.015 -0.37 1.65 0.22 -0.23
C 13.893 10.776 23.914 2.16 -0.98 -0.04 -0.01
C 13.935 11.343 25.349 1.07 -1.56 0.29 -0.16
C 15.182 11.887 25.848 -1.73 -0.45 -1.37 -0.03
C 15.206 12.419 27.114 1.80 0.96 0.92 -0.12
C 14.110 12.308 27.973 -0.99 0.30 -1.03 -0.65
Cl 14.281 13.138 29.477 -0.44 -0.30 0.05 0.72
C 12.882 11.748 27.529 1.88 0.28 -1.11 -0.04
C 12.843 11.185 26.221 0.06 0.49 -0.11 -0.03
C 14.973 9.876 23.405 -1.88 1.93 -0.24 -0.21
C 15.778 9.138 24.255 0.52 -1.88 0.95 0.01
C 16.375 8.106 23.525 -0.24 1.12 -0.32 0.07
C 16.037 8.347 22.111 0.18 -0.31 1.99 -0.18
N 15.171 9.487 22.072 -0.48 -0.62 -0.03 -0.06
C 16.437 7.486 21.068 0.05 0.97 1.65 -0.04
C 16.112 7.859 19.761 -0.56 1.44 0.07 -0.20
C 16.443 7.169 18.608 -0.76 1.45 -1.67 0.05
C 16.062 7.944 17.503 0.21 -0.95 0.51 0.06
C 15.481 9.146 17.952 0.01 0.25 0.98 -0.16
N 15.468 9.128 19.438 0.74 -1.65 -2.26 -0.07
C 17.168 6.187 21.429 -0.49 2.01 -0.28 -0.18
C 16.512 5.075 20.939 1.00 -1.19 0.80 -0.04
C 17.083 3.801 21.179 0.85 1.79 0.28 -0.04
C 18.309 3.690 21.866 -0.88 1.03 0.02 -0.63
Cl 19.126 2.177 22.114 -0.48 0.41 -0.19 0.71
C 18.881 4.850 22.434 0.02 0.09 -0.28 -0.07
C 18.346 6.137 22.225 -1.11 -2.63 -1.23 -0.01
C 11.750 11.984 23.315 -0.70 0.52 -0.63 0.06
C 11.411 12.711 22.185 1.55 -0.28 0.76 0.06
N 14.093 11.658 19.011 0.15 0.15 -1.31 -0.05
H 14.431 8.732 12.714 0.80 0.11 1.14 0.13
H 14.095 8.559 15.178 0.54 0.51 0.32 0.13
H 17.199 11.473 15.834 -0.42 -0.06 0.01 0.13
H 17.541 11.709 13.382 -0.48 -0.78 0.26 0.13
H 14.769 12.879 15.936 -0.10 -0.33 0.77 0.14
H 13.387 14.503 17.383 -0.82 1.39 -0.23 0.11
H 10.050 14.039 20.333 0.08 0.82 -0.41 0.12
H 8.998 16.374 20.127 0.75 -0.22 0.38 0.12
H 12.746 17.972 18.964 0.70 -0.25 0.17 0.11
H 13.968 15.708 19.569 -1.69 0.10 -0.23 0.15
H 16.029 11.922 25.155 -0.22 0.24 0.43 0.12
H 16.105 13.045 27.502 -1.54 -1.49 -0.82 0.15
H 12.009 11.925 28.107 -0.61 -0.52 0.56 0.10
H 11.969 10.636 25.803 0.51 0.67 0.80 0.12
H 15.697 9.257 25.349 0.42 -0.19 -0.78 0.14
H 17.009 7.286 23.930 -0.81 0.86 -0.51 0.13
H 16.914 6.226 18.585 0.44 -0.74 -0.04 0.12
H 16.191 7.646 16.457 0.00 0.35 0.56 0.14
H 15.545 5.227 20.451 0.43 -0.46 0.01 0.12
H 16.583 2.989 20.768 -0.58 -1.65 -0.45 0.09
H 19.790 4.671 23.004 -0.14 0.42 -0.04 0.11
H 18.804 7.000 22.625 0.46 0.76 0.24 0.11
H 11.189 11.971 24.282 0.75 0.03 -1.20 0.14
H 10.602 13.406 22.090 -0.17 0.04 0.17 0.10
C 9.986 10.238 18.307 1.12 0.38 -0.25 -0.04
C 10.681 9.178 17.403 0.49 0.65 -0.33 -0.31
C 11.552 9.834 16.263 -1.31 -0.27 0.35 -0.04
C 11.496 8.098 18.118 0.47 -0.87 -0.91 -0.12
C 11.793 6.916 17.348 -1.22 2.05 -0.83 -0.03
C 11.974 5.686 17.921 1.01 -0.37 0.27 -0.07
C 12.064 5.680 19.310 -1.36 -0.20 1.22 -0.03
C 11.878 6.839 20.114 1.53 -1.30 0.79 -0.12
C 11.660 6.692 21.644 1.07 0.67 -0.23 -0.33
C 12.856 6.335 22.589 0.10 -1.17 -1.09 -0.04
C 10.929 7.874 22.274 -0.66 1.60 0.77 -0.07
C 11.877 8.057 19.467 -0.22 0.03 -1.33 -0.23
O 12.380 9.225 20.083 -0.12 -0.23 0.21 -0.27
H 10.571 10.458 19.230 -0.35 0.02 -0.72 0.06
H 8.982 10.008 18.615 -0.34 -0.49 0.08 0.07
H 9.914 11.150 17.688 -0.01 -0.19 0.54 0.08
H 9.903 8.612 16.827 0.42 0.47 0.84 0.15
H 12.599 9.788 16.459 0.76 0.08 0.36 0.03
H 11.272 10.884 16.044 -0.02 -0.76 -0.08 0.09
H 11.352 9.152 15.440 0.32 0.60 -0.67 0.07
H 11.791 7.101 16.240 -0.47 -0.65 1.09 0.13
H 12.034 4.758 17.319 0.22 0.78 0.52 0.13
H 12.113 4.728 19.854 -0.04 0.32 -0.25 0.12
H 10.957 5.903 21.695 -0.51 -1.16 0.04 0.12
H 12.381 5.953 23.533 0.86 0.95 -0.50 0.11
H 13.540 7.207 22.632 -0.48 -0.39 0.70 0.06
H 13.500 5.479 22.229 -0.79 0.77 0.08 0.08
H 9.867 7.668 22.506 0.62 -0.23 0.14 0.10
H 10.847 8.802 21.690 0.22 -0.45 -0.22 0.06
H 11.439 8.230 23.203 -0.47 -0.52 -0.45 0.08
```
Positions in Å, forces in eV/Å.

Relative energy (zero: lowest compared OMol25 entry of this formula, charge and spin) (kJ/mol): 0.0
E (eV): -118371.40565
HOMO level (spin up / spin down) (eV): -12.57 / -12.56
HOMO-LUMO gap (spin up / spin down) (eV): 5.015 / 5.009
Net charge: +2